C3H4ClN2O | ωB97M-V with the def2-TZVPD basis set

As for the relative energy (zero: lowest compared OMol25 entry of this formula, charge and spin): 185.45 kcal/mol. As for the structure (SMILES): ClO[N+]1=C=NCC1. The calculation puts the gap between HOMO and LUMO (spin up / spin down) at 7.67 / 8.13 eV. The value obtained for the HOMO energy (spin up / spin down) is -15.56 / -15.54 eV. As for the total charge: +1. As for the spin multiplicity: 1.

Geometry (Å):
Cl (-3.410, -0.286, 0.121)
O (-1.700, -1.004, 0.030)
N (-0.902, -0.042, -0.277)
C (-0.609, 1.111, -0.642)
N (0.562, 1.479, -0.809)
C (1.274, 0.539, 0.019)
C (0.316, -0.620, 0.148)
H (1.520, 1.015, 1.087)
H (2.177, 0.293, -0.507)
H (0.636, -1.467, -0.398)
H (0.137, -1.019, 1.230)